Record 1
2 unconnected molecules or ions with the total composition C6H9NO. Source: OMol25; level of theory: ωB97M-V/def2-TZVPD.

Structure (XYZ):
```
17
Properties=species:S:1:pos:R:3:forces:R:3:lowdin_charge:R:1
C -0.22098 -0.95295 1.89070 1.59 1.27 -0.03 -0.109
C -0.49355 -1.59196 -0.94021 0.42 0.60 -1.50 -0.045
C -0.19987 2.01814 -1.52960 -0.08 0.00 0.06 -0.054
C 0.11792 0.66342 -0.97482 1.19 0.57 0.81 -0.399
O -1.12697 0.02026 1.65317 -0.10 -0.09 -0.11 -0.055
N -0.69407 -0.36958 -1.31587 -0.57 -1.41 0.41 0.041
C 1.14894 0.40434 -0.11016 -0.85 0.44 -1.24 -0.093
C 1.58596 -0.27488 0.84585 -1.53 -1.39 1.26 0.042
H -0.68815 0.88070 1.63754 -0.01 -0.05 0.07 0.104
H -0.64664 -1.93928 1.76820 0.19 -0.05 -0.44 0.080
H 0.37709 -0.85545 2.78866 -0.19 -0.03 0.19 0.067
H -1.25990 -2.31949 -1.17863 -0.22 0.03 0.23 0.069
H 0.50042 -1.98665 -0.72565 -0.04 0.13 0.42 0.073
H -1.27864 2.17535 -1.53151 0.01 -0.02 -0.04 0.075
H 0.27528 2.80489 -0.94311 0.04 -0.04 -0.02 0.074
H 0.15498 2.10605 -2.56063 -0.03 0.00 0.05 0.077
H 2.44820 -0.78291 1.22607 0.17 0.03 -0.11 0.053
```
Forces are in eV/Å.

Total energy (eV): -9900.0410
E_HOMO (spin up / spin down) (eV): -7.61 / -7.61
Relative energy (zero: lowest compared OMol25 entry of this formula, charge and spin) (kJ/mol): 536.8


Record 2
3 unconnected molecules or ions with the total composition C4H12NS. Source: OMol25; level of theory: ωB97M-V/def2-TZVPD.

Structure (XYZ):
```
18
Properties=species:S:1:pos:R:3:forces:R:3:lowdin_charge:R:1
C 2.95713 -0.94340 0.82032 0.61 -0.47 -0.89 -0.127
C 1.55216 -1.43574 0.88777 -0.63 1.21 1.21 -0.271
C 1.02938 -2.17065 1.86122 0.10 -0.99 -0.43 0.017
C -0.47036 1.07227 -1.04380 2.24 2.15 -3.58 -0.190
S 1.08237 0.92948 -1.65173 -1.53 -0.21 0.44 1.078
N -4.43194 1.84424 -0.50851 -0.43 -0.48 0.20 0.023
H 3.15299 0.03709 1.25412 -0.32 0.06 0.15 0.080
H 3.25147 -0.88275 -0.23730 0.15 0.06 0.11 0.055
H 3.65993 -1.64773 1.26445 -0.08 0.01 0.15 0.084
H 0.83393 -0.89591 0.26606 0.11 -0.59 -0.18 0.013
H -0.00454 -2.49342 1.84310 -0.10 0.36 0.06 0.060
H 1.63026 -2.67035 2.61311 0.17 0.18 -0.02 0.071
H -1.18251 0.80062 -1.81980 -0.67 -0.67 0.90 0.058
H -0.59597 2.04885 -0.56978 -0.36 -0.87 1.53 0.073
H 0.72481 0.27986 -2.80341 0.34 -0.24 0.57 -0.010
H -4.64835 2.74865 -0.12408 0.27 0.17 -0.03 0.012
H -5.06893 1.64441 -1.26766 0.20 0.00 -0.04 0.015
H -3.47183 1.73446 -0.78410 -0.05 0.33 -0.14 -0.041
```
Forces are in eV/Å.

Total energy (eV): -16656.8498
E_HOMO (eV): -12.84
Total charge: +1
Relative energy (zero: lowest compared OMol25 entry of this formula, charge and spin) (kJ/mol): 464.1


Record 3
A molecular structure, C31H39BrGaOP2. Source: OMol25; level of theory: ωB97M-V/def2-TZVPD.

Structure (XYZ):
```
75
Properties=species:S:1:pos:R:3:forces:R:3:lowdin_charge:R:1
C -2.52744 3.67808 6.07175 -0.05 0.08 0.03 0.086
C -2.08720 2.99953 5.18354 0.28 -0.09 0.08 -0.162
C -1.47626 2.14714 4.15704 -0.01 0.05 -0.05 -0.261
C -2.39664 1.00257 3.69907 -0.18 0.01 0.08 -0.294
C -2.06890 0.46770 2.30598 -0.14 -0.07 0.07 -0.338
Ga -0.22772 -0.16671 1.85476 0.16 0.14 -0.18 -0.129
Br 1.50324 1.52854 2.24262 -0.01 -0.07 0.07 0.060
P 0.52951 -2.01257 3.13510 -0.15 -0.25 -0.15 0.492
O 0.01181 -3.37016 2.73121 0.00 0.07 0.02 -0.594
P -0.17698 -0.74474 -0.42099 -0.48 -0.16 -0.03 0.680
C 1.22275 -1.92881 -0.60485 0.36 -0.05 0.07 -0.399
C 0.48803 0.79316 -1.20827 -0.01 0.32 0.14 -0.427
H -2.88823 4.30211 6.85644 -0.02 -0.10 -0.12 0.012
H -0.52657 1.75652 4.54459 -0.13 0.05 -0.09 0.086
H -1.19495 2.76292 3.29429 -0.09 -0.03 0.12 0.098
H -2.35682 0.18652 4.43150 0.04 0.13 -0.03 0.096
H -3.42862 1.37946 3.72718 0.08 -0.09 -0.01 0.102
H -2.67729 -0.43290 2.13641 0.01 0.12 -0.06 0.044
H -2.39342 1.19541 1.54788 0.15 -0.07 0.05 0.048
H 0.33850 -1.75385 4.52148 0.07 0.06 0.03 -0.080
H 1.94519 -1.95787 3.13809 0.14 0.09 0.08 -0.058
H 1.15078 -2.47318 -1.55154 0.02 0.01 0.12 0.001
H 2.19315 -1.41899 -0.57794 -0.09 -0.06 0.06 0.029
H 1.18764 -2.64779 0.22107 -0.03 -0.01 -0.19 0.003
H 1.58135 0.79416 -1.24634 -0.08 -0.03 -0.06 0.021
H 0.20467 1.65381 -0.59235 0.01 -0.05 -0.15 -0.010
H 0.06459 0.94176 -2.20536 0.16 -0.04 0.00 0.003
C 4.03985 -1.00267 -5.56269 0.02 0.00 -0.02 -0.103
C 3.88660 -2.25860 -6.13419 -0.01 0.00 0.00 -0.102
C 2.75643 -3.01453 -5.85356 0.00 0.00 0.00 -0.102
C 1.77838 -2.51287 -5.00566 0.00 0.00 -0.01 -0.091
C 1.92988 -1.25593 -4.43687 -0.03 0.01 0.05 -0.085
C 3.06277 -0.50320 -4.71243 -0.02 0.02 -0.01 -0.093
H 4.92328 -0.41400 -5.77679 0.01 0.00 0.03 0.087
H 4.64919 -2.64925 -6.79648 0.01 -0.01 0.01 0.096
H 2.63903 -3.99676 -6.29378 0.00 0.00 0.00 0.097
H 0.89739 -3.10114 -4.78331 0.00 0.00 0.01 0.103
H 1.17011 -0.86661 -3.77070 0.01 -0.01 0.02 0.091
H 3.18351 0.47299 -4.25943 0.01 -0.01 0.02 0.098
C -6.99893 -1.24824 -1.26129 0.01 0.00 0.00 -0.115
C -6.45858 -0.18296 -0.55349 0.00 0.00 0.00 -0.106
C -5.11170 -0.18461 -0.21582 0.00 0.01 0.01 -0.090
C -4.29957 -1.24762 -0.58742 -0.01 0.00 0.02 -0.085
C -4.84197 -2.31166 -1.29525 0.00 0.00 -0.01 -0.092
C -6.18918 -2.31378 -1.63128 0.00 0.00 0.00 -0.110
H -8.05004 -1.24885 -1.52282 0.00 0.00 0.00 0.092
H -7.08859 0.64875 -0.26286 0.00 0.00 0.00 0.095
H -4.68884 0.64126 0.34260 0.00 0.00 0.00 0.093
H -3.24721 -1.24685 -0.33129 0.03 0.01 -0.02 0.055
H -4.20753 -3.14003 -1.58390 0.00 0.00 0.00 0.101
H -6.60948 -3.14711 -2.18101 0.00 0.00 0.00 0.093
C 6.77255 4.18181 -6.96099 0.00 0.00 0.00 -0.103
C 6.61990 2.92649 -7.53350 0.00 0.00 0.01 -0.100
C 5.49026 2.16967 -7.25435 0.01 -0.01 -0.02 -0.102
C 4.51094 2.66865 -6.40677 -0.01 0.00 0.01 -0.094
C 4.66332 3.92445 -5.83540 0.00 0.00 0.00 -0.089
C 5.79472 4.67997 -6.11095 0.00 0.00 0.00 -0.099
H 7.65495 4.77121 -7.17562 0.00 0.00 0.00 0.097
H 7.38234 2.53716 -8.19626 0.00 0.00 0.00 0.098
H 5.37189 1.18860 -7.69689 -0.01 0.00 -0.01 0.096
H 3.63011 2.07760 -6.19101 0.00 -0.01 -0.01 0.092
H 3.90025 4.31261 -5.17321 0.00 0.00 0.01 0.103
H 5.91497 5.65710 -5.66090 0.00 0.00 0.00 0.099
C -2.70836 -0.16580 8.26985 0.00 -0.01 0.00 -0.093
C -1.65580 0.04578 7.39007 0.02 0.01 0.01 -0.085
C -0.68055 -0.92907 7.22995 0.02 0.03 0.00 -0.094
C -0.75951 -2.11608 7.94532 0.00 0.00 0.00 -0.094
C -1.81185 -2.32664 8.82580 0.00 0.01 0.00 -0.106
C -2.78571 -1.35049 8.98931 -0.01 0.00 0.00 -0.108
H -3.47015 0.59459 8.38802 0.00 0.00 0.00 0.098
H -1.60320 0.97040 6.83008 0.01 0.00 0.01 0.075
H 0.13823 -0.76574 6.54022 -0.02 0.00 0.02 0.082
H -0.00373 -2.87920 7.81017 0.00 0.00 -0.01 0.100
H -1.87634 -3.25458 9.38025 0.00 0.00 0.00 0.095
H -3.60823 -1.51605 9.67417 0.00 0.00 0.00 0.094
```
Forces are in eV/Å.

Total energy (eV): -175825.4097
E_HOMO (eV): -4.54
Total charge: -1


Record 4
A molecular structure, C35H51AlAs2N8OS2. Source: OMol25; level of theory: ωB97M-V/def2-TZVPD.

Structure (XYZ):
```
100
Properties=species:S:1:pos:R:3:forces:R:3:lowdin_charge:R:1
Al -0.02575 -0.23683 0.35182 -0.10 -0.23 0.58 -0.190
C -3.79550 -2.55193 0.74876 0.15 0.11 -0.04 -0.268
As -2.20631 -1.79213 1.62081 -0.34 -0.40 0.19 1.072
C -1.72046 -3.31487 2.76458 0.03 0.01 -0.14 -0.250
C -2.98378 -0.62333 2.95836 0.10 -0.01 -0.03 -0.451
C -4.32760 -0.66039 3.30527 -0.03 -0.13 -0.15 -0.086
C -4.82481 0.18190 4.28474 -0.02 0.04 0.01 -0.051
C -3.97435 1.06030 4.93361 -0.02 0.02 0.01 -0.053
C -2.63524 1.11254 4.58427 0.31 0.18 0.06 -0.097
C -2.13285 0.28966 3.58661 0.07 -0.12 -0.14 -0.445
As -0.23333 0.28687 3.11965 0.02 0.24 0.53 1.124
C 0.38693 -0.57033 4.77632 0.11 -0.07 -0.06 -0.237
C 0.40832 2.09994 3.50387 -0.05 0.06 -0.12 -0.246
H -4.37596 -3.12917 1.46688 0.02 0.03 0.03 0.037
H -3.48981 -3.21910 -0.05952 0.07 0.07 0.09 0.025
H -4.41530 -1.75434 0.33575 0.06 -0.03 0.04 0.036
H -2.54944 -3.54007 3.43626 0.03 0.05 -0.05 0.045
H -0.83164 -3.08816 3.35417 -0.06 0.02 -0.05 0.008
H -1.51191 -4.18769 2.14449 0.00 0.07 -0.01 0.036
H -4.99835 -1.34977 2.80710 0.00 0.01 0.05 0.098
H -5.87142 0.14898 4.54482 -0.10 -0.02 0.04 0.117
H -4.34946 1.70297 5.71474 -0.04 0.07 0.07 0.116
H -1.98134 1.80179 5.10796 -0.07 -0.01 -0.02 0.099
H -0.02657 0.00139 5.60890 0.01 0.00 -0.08 0.045
H 1.47356 -0.58255 4.86027 -0.03 0.03 -0.08 0.035
H 0.01559 -1.59169 4.84801 -0.01 0.05 -0.07 0.025
H -0.13327 2.54056 4.34072 0.02 -0.08 -0.04 0.030
H 0.31421 2.75917 2.63901 -0.09 -0.13 0.01 0.028
H 1.46386 2.04377 3.77914 -0.06 -0.09 -0.02 0.035
C -2.90258 4.75142 -2.36768 0.12 0.04 0.21 -0.050
C -2.10831 4.91050 -1.07403 0.12 0.42 -0.60 -0.178
N -2.25834 3.76030 -0.18937 0.40 -0.40 -0.02 -0.099
C -3.18743 3.87240 0.91692 -0.59 -0.16 0.55 -0.226
C -4.58249 3.34098 0.59956 0.21 0.12 0.02 -0.058
C -1.55687 2.66181 -0.42019 -0.02 -0.24 0.31 -0.589
S -1.91192 1.24071 0.52567 -0.14 -0.35 0.06 0.812
N -0.65339 2.72529 -1.39388 0.04 0.65 -0.56 0.137
C 0.24411 1.84138 -1.69482 -0.47 -0.60 1.03 -0.325
O 0.41999 0.72206 -1.02869 0.94 0.75 -1.49 -0.110
C 1.12113 2.15363 -2.82001 0.46 -0.14 -0.37 -0.138
C 1.95175 1.17972 -3.37883 -0.17 0.02 0.16 -0.022
C 2.77737 1.49670 -4.43970 0.08 -0.02 -0.08 -0.056
C 2.79270 2.78609 -4.95280 -0.07 0.02 0.12 -0.043
C 1.98032 3.76508 -4.39543 0.09 -0.07 -0.07 -0.045
C 1.14962 3.45251 -3.34074 -0.11 -0.18 0.17 -0.001
H -2.75820 5.63248 -2.98568 -0.02 0.10 -0.08 0.086
H -3.96392 4.64579 -2.16576 -0.13 0.00 -0.02 0.068
H -2.55751 3.88421 -2.92249 0.04 -0.10 -0.07 0.071
H -2.44733 5.79555 -0.53589 0.08 -0.11 0.06 0.126
H -1.04923 5.02025 -1.30953 -0.15 0.13 0.12 0.108
H -3.24922 4.92906 1.18048 0.09 -0.10 0.02 0.127
H -2.77789 3.32337 1.77173 -0.02 0.17 -0.09 0.091
H -5.01895 3.87935 -0.23600 -0.11 0.03 -0.07 0.071
H -5.22042 3.47649 1.46856 -0.09 0.00 0.06 0.086
H -4.54338 2.28208 0.36124 -0.05 -0.10 -0.04 0.050
H 1.92155 0.17160 -2.98939 0.01 -0.07 0.02 0.100
H 3.41446 0.74130 -4.87137 0.05 -0.10 -0.07 0.112
H 3.43794 3.02961 -5.78180 0.09 0.02 -0.08 0.116
H 2.00143 4.77265 -4.77885 0.00 0.09 -0.07 0.116
H 0.52030 4.20497 -2.89673 -0.07 0.09 0.03 0.104
N -1.99835 -1.50309 -2.18592 0.05 0.01 -0.10 0.148
C -0.94709 -2.33176 -2.18385 -0.23 0.35 0.26 -0.694
S 0.07734 -2.35756 -0.82105 0.13 -0.09 0.32 0.850
N -0.74613 -3.15006 -3.20707 -0.52 0.22 -0.23 0.091
C 0.30012 -4.09330 -3.43290 0.43 -0.52 -0.09 -0.246
C -0.04789 -5.29781 -4.04010 -0.03 0.25 0.18 -0.016
C 0.92447 -6.24031 -4.32192 0.01 0.06 0.00 -0.055
C 2.24909 -5.98252 -4.01022 0.01 -0.06 0.03 -0.059
C 2.59698 -4.77765 -3.42377 -0.05 -0.01 0.02 -0.056
C 1.63104 -3.82840 -3.13714 -0.12 0.12 -0.07 -0.053
H -2.12853 -0.88073 -1.39559 -0.12 -0.11 -0.26 0.041
H -2.66114 -1.46620 -2.94559 0.06 0.06 -0.01 0.135
H -1.46673 -3.17241 -3.92210 0.07 0.07 0.14 0.169
H -1.07883 -5.50026 -4.28670 -0.17 -0.03 -0.01 0.118
H 0.64047 -7.17387 -4.78242 0.00 -0.06 -0.05 0.117
H 3.00733 -6.71853 -4.22391 0.08 -0.07 -0.04 0.115
H 3.62751 -4.56395 -3.18768 0.12 0.01 0.00 0.113
H 1.92231 -2.88803 -2.70072 0.02 0.10 0.00 0.072
C 2.62847 -0.89649 2.06583 -0.14 -0.11 0.51 -0.207
N 2.21905 -0.45174 0.70428 -0.64 -0.07 0.03 -0.112
C 2.92468 0.84982 0.46750 -0.16 0.61 -0.18 -0.147
N 4.34787 0.74912 0.62715 0.20 0.31 0.00 -0.072
C 4.67015 0.28251 1.96851 0.02 0.08 0.11 -0.142
N 4.05376 -1.01755 2.21314 0.09 -0.14 0.38 -0.075
C 4.57523 -1.96883 1.23648 0.02 -0.10 0.06 -0.140
N 4.26120 -1.52054 -0.11402 0.22 -0.26 -0.21 -0.075
C 2.83756 -1.42935 -0.24615 0.04 -0.38 -0.43 -0.241
C 4.86294 -0.21384 -0.34091 0.04 0.10 -0.14 -0.137
H 2.14967 -1.86314 2.27375 0.02 0.17 0.01 0.143
H 2.27678 -0.14636 2.78573 0.09 -0.22 -0.16 0.066
H 2.52102 1.58209 1.17681 0.02 -0.02 -0.07 0.137
H 2.71890 1.17761 -0.55354 -0.11 -0.04 0.13 0.122
H 4.30336 1.00418 2.70391 0.05 -0.03 -0.03 0.135
H 5.75261 0.18998 2.06789 -0.06 0.04 0.04 0.140
H 4.12216 -2.94902 1.40899 0.08 0.03 -0.02 0.139
H 5.65665 -2.04650 1.35026 -0.04 -0.04 0.03 0.140
H 2.41540 -2.41787 -0.05188 0.07 0.14 -0.03 0.080
H 2.58460 -1.11530 -1.26060 -0.06 -0.02 0.08 0.098
H 4.61536 0.12881 -1.34923 0.05 -0.02 0.02 0.135
H 5.94732 -0.28800 -0.24713 -0.06 0.02 0.00 0.140
```
Forces are in eV/Å.

Total energy (eV): -201026.8647
E_HOMO (eV): -13.18
Total charge: +2